Entry 1:
A 3-piece molecular cluster, C20H46BNO11P4 overall in a non-equilibrium geometry. Source: OMol25; level of theory: ωB97M-V/def2-TZVPD.

Each line ends with the Löwdin charge.
CARTESIAN COORDINATES (ANGSTROEM)
O: -1.6668 -1.8656 4.7822  -0.39
P: -1.1138 -0.4542 4.5071  0.43
O: 0.5951 -0.5952 4.4970  -0.23
O: -1.5957 0.6969 5.6648  -0.21
P: -1.8692 0.2350 2.5638  0.82
B: -3.5609 1.0801 2.8319  -0.39
C: -4.9474 0.6167 2.0731  -0.22
C: -4.9106 -0.9423 1.6655  -0.26
C: -4.8707 -1.9408 2.9196  -0.17
C: -4.5619 -3.4855 2.4890  -0.15
N: -3.4602 -3.6104 1.4922  -0.17
C: -2.0851 -3.7510 1.9272  -0.09
C: -1.1766 -3.8679 0.6720  -0.09
C: -2.1094 -3.7487 -0.5765  -0.07
C: -3.5201 -3.6180 0.0411  -0.09
H: 0.8126 -0.9243 3.5917  0.07
H: -1.3477 1.6078 5.3854  0.08
H: -1.9777 -0.9669 1.7900  -0.08
H: -3.6243 1.9923 3.5903  0.02
H: -4.9534 1.2076 1.0729  0.11
H: -5.8876 0.9426 2.6308  0.10
H: -3.9801 -1.0736 0.9951  0.08
H: -5.8206 -1.2617 1.0253  0.12
H: -5.9017 -1.9900 3.4421  0.12
H: -4.0418 -1.6805 3.6805  0.09
H: -4.1982 -4.0280 3.4428  0.13
H: -5.5319 -4.0259 2.1675  0.13
H: -1.6721 -3.7860 2.9979  0.11
H: -0.0507 -4.0145 0.5863  0.07
H: -1.9073 -3.7464 -1.6923  0.07
H: -4.5419 -3.4941 -0.4368  0.11
O: -2.0261 -1.2185 -4.1217  -0.21
P: -1.6086 -0.8838 -5.5650  0.76
O: -0.8081 -2.3120 -5.8075  -0.25
C: -1.5760 -3.4984 -5.9485  -0.29
C: -2.3969 -3.4882 -7.2255  -0.08
O: -0.3362 0.0605 -5.0674  -0.26
C: -0.5267 0.9378 -3.9659  -0.30
C: 0.1479 0.3568 -2.7408  -0.08
O: -1.1877 -0.4492 -7.1664  -0.27
C: 0.1425 -0.2164 -7.6287  -0.28
C: 0.9281 -1.4789 -7.9264  -0.07
H: -2.2185 -3.6359 -5.0740  0.10
H: -0.8730 -4.3356 -5.9722  0.12
H: -3.1448 -2.6901 -7.2048  0.07
H: -2.9138 -4.4429 -7.3560  0.08
H: -1.7633 -3.3132 -8.0942  0.07
H: -1.5896 1.1202 -3.7881  0.10
H: -0.0748 1.9024 -4.2156  0.12
H: -0.1273 -0.6887 -2.5827  0.07
H: -0.1145 0.9270 -1.8470  0.07
H: 1.2342 0.3750 -2.8615  0.08
H: 0.7011 0.4487 -6.9699  0.11
H: 0.0276 0.3330 -8.5687  0.12
H: 1.2661 -1.9637 -7.0090  0.07
H: 1.8203 -1.2392 -8.5111  0.08
H: 0.3264 -2.1979 -8.4853  0.07
O: 3.1472 4.8786 3.8338  -0.21
P: 3.3631 3.5684 3.0637  0.74
O: 4.3987 2.8988 4.1669  -0.24
C: 3.8710 2.4840 5.4188  -0.29
C: 2.9221 1.3096 5.2656  -0.09
O: 4.4581 4.2364 2.0080  -0.26
C: 4.2239 5.5469 1.4956  -0.30
C: 5.1409 6.5418 2.1846  -0.08
O: 3.4578 2.1199 2.1554  -0.26
C: 4.6312 1.6401 1.4994  -0.28
C: 5.6202 0.9498 2.4187  -0.07
H: 3.3746 3.3236 5.9140  0.11
H: 4.7187 2.1910 6.0443  0.12
H: 2.0389 1.5925 4.6859  0.05
H: 2.5926 0.9524 6.2448  0.09
H: 3.4029 0.4866 4.7382  0.07
H: 3.1740 5.8295 1.6073  0.10
H: 4.4387 5.5310 0.4230  0.12
H: 5.1061 6.4401 3.2718  0.07
H: 4.8731 7.5669 1.9202  0.08
H: 6.1787 6.3650 1.8907  0.08
H: 5.1195 2.4118 0.9040  0.11
H: 4.2737 0.8979 0.7781  0.12
H: 6.1764 1.6712 3.0195  0.07
H: 6.3517 0.3876 1.8321  0.08
H: 5.1153 0.2623 3.0998  0.07

- F_max: 9.60 eV/A
- E_LUMO: -2.098 eV
- Electronic energy: -3062.1358 a.u.
- SMILES: O=P(O)(O)PBCCCCn1cccc1.CCOP(=O)(OCC)OCC.CCOP(=O)(OCC)OCC
- Orbital gap: 5.638 eV
- HOMO energy: -0.2843 Eh

Entry 2:
A 3-piece molecular cluster, C20H46ClNO overall. Source: OMol25; level of theory: ωB97M-V/def2-TZVPD.

Each line ends with the Löwdin charge.
CARTESIAN COORDINATES (ANGSTROEM)
C: -0.9010 2.6607 1.1352  -0.08
C: -1.5677 1.2805 0.9507  -0.42
C: -0.5479 0.1514 0.6721  -0.06
C: -2.4715 0.9160 2.1356  -0.19
C: -3.4990 -0.1879 1.8162  -0.11
C: -5.0140 0.1894 1.7577  -0.29
C: -5.6611 -0.0997 0.4008  -0.24
N: -4.9674 0.4147 -0.7756  0.02
O: -5.2895 1.4951 2.3167  -0.15
C: -5.6317 2.5653 1.5354  -0.55
Cl: -4.2269 3.4727 0.7910  0.60
H: -1.1943 3.3663 0.3554  0.06
H: 0.1898 2.5906 1.1113  0.07
H: -1.1773 3.1130 2.0912  0.07
H: -2.2034 1.3402 0.0604  0.09
H: -0.7207 -0.7173 1.3148  0.07
H: 0.4758 0.4892 0.8530  0.06
H: -0.6041 -0.1986 -0.3597  0.05
H: -2.9722 1.8025 2.5200  0.08
H: -1.8322 0.5573 2.9523  0.11
H: -3.2303 -0.6671 0.8675  0.11
H: -3.4097 -0.9761 2.5672  0.11
H: -5.5316 -0.4715 2.4579  0.14
H: -5.7322 -1.1935 0.3462  0.11
H: -6.6982 0.2551 0.4231  0.11
H: -4.1455 0.9445 -0.5235  0.02
H: -5.5563 1.0298 -1.3164  0.07
H: -6.2754 2.3129 0.6950  0.07
H: -6.1070 3.2929 2.1863  0.09
C: 4.2478 -2.5744 0.3237  -0.11
C: 4.0931 -1.1966 0.9568  -0.27
C: 4.4195 -1.1662 2.4502  -0.23
C: 3.5437 -2.0740 3.3184  -0.23
C: 2.0431 -1.8292 3.1704  -0.27
C: 1.6148 -0.4120 3.5297  -0.11
H: 3.5634 -3.3003 0.7659  0.07
H: 4.0429 -2.5419 -0.7474  0.06
H: 5.2638 -2.9529 0.4587  0.08
H: 3.0734 -0.8343 0.7925  0.08
H: 4.7478 -0.4873 0.4436  0.11
H: 4.3413 -0.1354 2.8059  0.10
H: 5.4662 -1.4537 2.5924  0.11
H: 3.8295 -1.9344 4.3658  0.11
H: 3.7558 -3.1210 3.0854  0.10
H: 1.5019 -2.5444 3.7953  0.11
H: 1.7404 -2.0424 2.1403  0.09
H: 1.8632 -0.1669 4.5648  0.08
H: 0.5382 -0.2892 3.4061  0.05
H: 2.1006 0.3241 2.8864  0.06
C: 2.8217 -1.1309 -5.4889  -0.11
C: 2.5516 0.2917 -5.0125  -0.27
C: 2.6114 0.4482 -3.4936  -0.23
C: 1.5993 -0.4008 -2.7217  -0.23
C: 0.1389 -0.1736 -3.1121  -0.27
C: -0.3317 1.2592 -2.8890  -0.10
H: 2.0732 -1.8306 -5.1135  0.06
H: 2.8100 -1.1925 -6.5778  0.07
H: 3.7994 -1.4769 -5.1451  0.07
H: 1.5754 0.6204 -5.3810  0.10
H: 3.2840 0.9680 -5.4610  0.10
H: 2.4736 1.5025 -3.2391  0.10
H: 3.6173 0.1854 -3.1497  0.11
H: 1.7137 -0.1890 -1.6530  0.10
H: 1.8396 -1.4606 -2.8444  0.10
H: -0.4836 -0.8538 -2.5240  0.10
H: -0.0216 -0.4547 -4.1569  0.10
H: -0.1757 1.5562 -1.8488  0.06
H: -1.3941 1.3671 -3.1134  0.07
H: 0.2099 1.9686 -3.5170  0.07

- F_max: 0.24 eV/A
- E_LUMO: 0.764 eV
- Electronic energy: -1379.7955 a.u.
- SMILES: CC(C)CC[C@H](CN)OCCl.CCCCCC.CCCCCC
- Orbital gap: 10.178 eV
- HOMO energy: -0.3460 Eh

Entry 3:
A 5-piece molecular cluster, C20H46ClO18P6 overall. Source: OMol25; level of theory: ωB97M-V/def2-TZVPD.

Each line ends with the Löwdin charge.
CARTESIAN COORDINATES (ANGSTROEM)
O: 6.4111 0.4740 1.2132  -0.43
P: 5.3408 -0.5047 0.9797  0.58
P: 3.4271 0.5918 0.6073  0.51
Cl: 2.8814 1.3733 2.3296  0.44
C: 2.0768 -0.3843 -0.0864  -0.26
C: 1.5001 0.2393 -1.3898  -0.39
O: 0.3098 0.2767 -1.5359  0.14
C: 2.5060 0.7852 -2.3411  -0.22
C: 2.3018 2.0294 -2.9275  -0.02
C: 3.2915 2.5614 -3.7471  -0.03
C: 4.4575 1.8496 -4.0016  -0.04
C: 4.6532 0.5951 -3.4265  -0.05
C: 3.6824 0.0646 -2.5866  -0.07
H: 5.0224 -1.3372 2.0654  0.02
H: 5.4500 -1.2644 -0.1986  0.00
H: 3.7953 1.6710 -0.1976  0.04
H: 2.4317 -1.4011 -0.2761  0.11
H: 1.2719 -0.4174 0.6552  0.09
H: 1.4056 2.5982 -2.7222  0.10
H: 3.1434 3.5413 -4.1813  0.12
H: 5.2142 2.2748 -4.6468  0.12
H: 5.5656 0.0486 -3.6254  0.11
H: 3.8351 -0.9103 -2.1350  0.10
C: 0.3428 5.5895 -7.6448  -0.08
O: 0.5573 4.4365 -6.8196  -0.21
P: -0.6898 3.5838 -6.3666  0.34
O: -1.4078 2.8610 -7.4137  -0.21
O: -1.6152 4.5657 -5.5128  -0.24
C: -2.7799 5.1525 -6.1189  -0.07
O: 0.0084 2.7276 -5.2383  -0.22
C: -0.8031 1.8401 -4.4590  -0.07
H: -0.4221 5.3956 -8.3977  0.09
H: 0.0572 6.4386 -7.0237  0.09
H: 1.2835 5.8072 -8.1409  0.09
H: -3.3013 4.4198 -6.7317  0.09
H: -2.4993 6.0119 -6.7265  0.08
H: -3.4264 5.4839 -5.3105  0.09
H: -1.1649 1.0064 -5.0595  0.10
H: -1.6515 2.3689 -4.0218  0.09
H: -0.1800 1.4599 -3.6590  0.05
C: -0.1610 5.2032 -2.3874  -0.09
O: 0.2569 6.5218 -2.0456  -0.20
P: -0.5807 7.3102 -0.9584  0.33
O: -0.5472 6.7462 0.3930  -0.23
O: -2.0544 7.4605 -1.5467  -0.22
C: -3.0978 6.5872 -1.0942  -0.09
O: 0.0404 8.7350 -1.1730  -0.20
C: -0.4973 9.8305 -0.4141  -0.07
H: -0.4894 4.6553 -1.4999  0.09
H: -0.9634 5.2379 -3.1246  0.08
H: 0.6917 4.6915 -2.8287  0.07
H: -3.0328 6.4368 -0.0181  0.09
H: -3.0394 5.6259 -1.6059  0.08
H: -4.0420 7.0651 -1.3412  0.09
H: -0.2677 9.7039 0.6427  0.09
H: -1.5751 9.9015 -0.5572  0.09
H: -0.0235 10.7319 -0.7893  0.09
C: -0.1811 -4.4404 4.2751  -0.08
O: 0.0307 -4.4287 2.8501  -0.21
P: -0.8317 -3.4504 1.9734  0.32
O: -0.5504 -2.0161 2.1499  -0.25
O: -2.3524 -3.8527 2.1767  -0.21
C: -3.1887 -3.1091 3.0802  -0.07
O: -0.5066 -4.0327 0.5442  -0.21
C: -1.1950 -3.4668 -0.5805  -0.08
H: -0.3257 -3.4279 4.6554  0.09
H: -1.0376 -5.0656 4.5211  0.07
H: 0.7036 -4.8727 4.7308  0.09
H: -2.9989 -2.0414 2.9866  0.08
H: -3.0153 -3.4303 4.1063  0.09
H: -4.2177 -3.3247 2.8073  0.09
H: -0.8829 -2.4338 -0.7398  0.07
H: -2.2730 -3.5053 -0.4285  0.09
H: -0.9338 -4.0701 -1.4448  0.09
C: -3.6368 -8.9033 7.1645  -0.09
O: -2.5926 -8.3916 7.9981  -0.20
P: -1.2037 -8.0267 7.3506  0.33
O: -1.2062 -6.8968 6.4144  -0.23
O: -0.6268 -9.3675 6.7122  -0.21
C: -0.7381 -9.5996 5.3018  -0.09
O: -0.3610 -7.8658 8.6665  -0.20
C: 1.0426 -7.6026 8.5477  -0.08
H: -3.6671 -8.3828 6.2058  0.09
H: -3.4937 -9.9728 7.0087  0.09
H: -4.5736 -8.7401 7.6884  0.09
H: -0.5282 -8.6881 4.7445  0.08
H: -1.7348 -9.9631 5.0526  0.08
H: -0.0075 -10.3626 5.0469  0.09
H: 1.2060 -6.6116 8.1254  0.09
H: 1.5231 -8.3582 7.9262  0.09
H: 1.4552 -7.6466 9.5508  0.09

- F_max: 0.99 eV/A
- Net charge: +1
- E_LUMO: -3.870 eV
- Electronic energy: -4652.4425 a.u.
- Orbital gap: 8.289 eV
- HOMO energy: -0.4468 Eh

- Look up the F_max of the second one.
  0.24 eV/A

- The lowest F_max belongs to which entry?
  C20H46ClNO

- Among the records above, which one has the highest electronic energy?
  C20H46ClNO